# 1
This record from the OMol25 dataset describes the molecule C5H8O3. The level of theory is ωB97M-V/def2-TZVPD.

Last column: natural (NBO) charge in e.
Geometry (Å):
O (0.868, 1.514, -1.554)  -0.6889
O (-1.349, 0.609, 1.783)  -0.6336
O (-1.841, -1.303, 0.823)  -0.6582
C (1.278, 0.512, 0.726)  -0.4049
C (-1.082, -0.268, 0.994)  0.7838
C (0.389, 1.261, -0.200)  0.0864
C (0.202, -1.210, -0.988)  -0.5937
C (0.058, -0.163, 0.129)  -0.2197
H (2.311, 0.284, 0.336)  0.2372
H (-2.446, -1.342, 1.604)  0.5038
H (-0.642, -0.987, -1.693)  0.2076
H (0.037, 1.743, -1.951)  0.4686
H (-0.188, 2.000, 0.303)  0.2132
H (0.047, -2.220, -0.617)  0.2243
H (1.143, -1.127, -1.529)  0.2300
H (1.215, 0.696, 1.833)  0.2442

Atoms 1-2, force components in eV/Å:
O -0.4 -0.2 2.5
O -0.3 0.1 0.9

As for the energy relative to the best compared isomer or geometry (same formula, charge and spin): 27.1 kcal/mol. As for the SMILES: C[C@@]1(C(=O)O)C[C@H]1O. Its electronic energy is -11456.346 eV. The value obtained for the LUMO energy is 0.64 eV.

# 2
This record from the OMol25 dataset describes a cluster of 9 separate species, C42H108N6O18 in total. The level of theory is ωB97M-V/def2-TZVPD.

Last column: Mulliken charge in e.
Geometry (Å):
O (7.261, 7.116, -3.885)  -0.5248
O (4.266, -2.379, 10.513)  -0.2863
O (-1.845, -1.216, -3.939)  -0.4972
O (0.222, -2.378, -5.784)  -0.5209
O (-3.998, -4.211, 5.596)  -0.3483
O (13.065, 0.927, -8.705)  -0.3245
O (3.399, 1.376, 1.674)  -0.3106
O (6.806, -7.066, 12.904)  -0.3361
O (-6.477, 3.936, -8.982)  -0.3256
O (7.464, -4.505, 7.346)  -0.5011
O (7.029, -1.421, 5.503)  -0.5341
O (-10.849, 1.315, -2.632)  -0.3116
O (-1.331, 1.468, -0.346)  -0.2984
O (-10.240, 2.092, -14.412)  -0.3834
O (11.348, 0.709, -4.174)  -0.2293
O (-8.203, 3.115, 2.985)  -0.3834
O (8.381, 4.538, -3.538)  -0.4894
O (-9.514, -2.201, 6.388)  -0.2695
N (0.710, 0.427, 2.370)  -0.3442
N (-8.983, 1.661, 0.520)  -0.2314
N (4.122, -4.954, 11.981)  -0.4088
N (-6.496, -2.531, 5.564)  -0.3163
N (13.558, 1.762, -6.068)  -0.3035
N (-8.388, 3.223, -11.464)  -0.4186
C (-5.914, -3.125, 4.360)  -0.8645
C (-8.644, 2.454, -12.683)  -0.5953
C (-7.336, -3.394, 6.438)  -0.5328
C (-1.271, -0.781, -5.119)  -0.3912
C (3.561, -4.588, 10.742)  -0.3688
C (-10.783, 1.894, -3.927)  -0.6757
C (10.565, -0.017, -3.214)  -0.8390
C (-9.206, 2.112, 3.014)  -0.4958
C (-3.017, -5.233, 5.576)  -0.7385
C (-9.910, 1.125, -0.463)  -0.4795
C (7.778, -6.904, 14.032)  -0.7423
C (12.317, 1.910, -6.699)  -0.3936
C (6.944, -2.785, 5.844)  -0.2262
C (-7.131, 4.024, -11.402)  -0.6185
C (12.443, 2.045, -8.281)  -0.6475
C (-9.544, 1.011, -15.071)  -0.6950
C (3.993, -0.964, 10.275)  -0.7941
C (4.595, -6.344, 11.985)  -0.5366
C (-2.549, 2.091, -0.790)  -0.8439
C (5.453, -6.678, 13.252)  -0.4894
C (13.461, 1.801, -4.587)  -0.9604
C (-8.359, -2.532, 7.134)  -0.7095
C (8.098, -3.369, 6.728)  -0.3299
C (1.115, 1.778, 2.735)  -0.9239
C (-9.343, 3.127, -13.925)  -0.5121
C (-1.350, 0.881, 0.940)  -0.3641
C (-6.565, 4.423, -7.700)  -0.7621
C (12.764, 0.603, -3.947)  -0.4204
C (13.580, 0.920, -10.096)  -0.7858
C (-6.883, 2.688, 3.358)  -0.6613
C (-10.721, -2.622, 7.026)  -0.7578
C (2.313, 2.325, 1.894)  -0.5000
C (-4.984, -4.373, 4.602)  -0.4741
C (6.550, 5.875, -3.872)  -0.4990
C (-9.717, 1.774, -1.816)  -0.5198
C (0.215, -1.099, -5.223)  -0.2955
C (7.397, 4.786, -4.543)  -0.2547
C (-9.120, 1.026, 1.845)  -0.6781
C (4.364, 1.576, 0.574)  -0.7117
C (3.095, -3.138, 10.795)  -0.6747
C (0.101, 0.264, 1.099)  -0.6363
C (-6.980, 4.768, -10.091)  -0.5237
H (6.929, -4.153, 8.062)  0.2710
H (-6.333, 3.345, -11.700)  0.3950
H (-10.970, 2.958, -3.785)  0.2820
H (-6.481, 2.663, 4.371)  0.2999
H (-10.912, 1.274, -0.060)  0.3461
H (-6.159, 5.450, -10.309)  0.3081
H (4.933, -4.390, 12.195)  0.2600
H (0.089, -2.287, -6.730)  0.3073
H (3.182, -0.596, 10.904)  0.3137
H (0.252, 2.427, 2.884)  0.3254
H (-5.797, -2.231, 6.228)  0.2432
H (4.926, -0.405, 10.201)  0.2606
H (0.828, -0.431, -5.827)  0.2823
H (4.972, -7.512, 13.762)  0.3021
H (7.614, -7.726, 14.728)  0.2991
H (13.957, 0.938, -6.496)  0.2676
H (-6.158, 3.378, 2.926)  0.2499
H (7.661, 5.164, -5.530)  0.2606
H (8.363, -2.645, 7.499)  0.2385
H (5.502, -5.775, 13.861)  0.3863
H (-9.800, 1.605, -4.300)  0.2875
H (5.688, 6.081, -4.505)  0.3324
H (-9.157, 1.677, 4.012)  0.3907
H (-10.609, -3.693, 7.193)  0.3335
H (-1.768, -1.081, -6.042)  0.2833
H (-7.879, 5.331, -9.839)  0.3797
H (9.605, -0.315, -3.634)  0.2349
H (11.901, 2.873, -6.404)  0.2384
H (3.753, -7.035, 12.018)  0.2348
H (-11.572, 1.488, -4.560)  0.2406
H (-7.729, 1.995, -13.060)  0.3187
H (-9.708, 0.056, -0.528)  0.1998
H (4.267, -4.634, 9.914)  0.1640
H (-7.197, 4.764, -12.200)  0.3656
H (12.880, 0.716, -2.869)  0.4759
H (14.399, 1.623, -9.942)  0.3311
H (2.654, 3.249, 2.362)  0.4392
H (0.545, -1.203, -4.190)  0.2501
H (-7.830, -1.618, 7.404)  0.2580
H (-5.265, -2.287, 4.107)  0.3639
H (7.817, -5.977, 14.604)  0.3136
H (-9.624, 2.849, -1.665)  0.3405
H (-9.002, 1.376, -15.943)  0.3112
H (5.178, -6.478, 11.073)  0.3489
H (-6.711, -3.410, 3.673)  0.3201
H (4.777, 2.545, 0.854)  0.2976
H (-5.586, 4.695, -7.307)  0.2690
H (-1.535, 1.676, 1.663)  0.2994
H (2.650, -5.137, 10.502)  0.3854
H (-5.474, -5.347, 4.621)  0.3871
H (-8.223, 0.409, 1.883)  0.2527
H (-10.162, 2.609, 2.847)  0.2769
H (1.600, 1.679, 3.706)  0.4097
H (1.434, -0.251, 2.559)  0.3050
H (2.457, -2.910, 9.941)  0.4364
H (-4.449, -4.527, 3.665)  0.5358
H (-2.982, -5.806, 4.650)  0.3559
H (-7.062, 5.371, -7.494)  0.3364
H (-0.075, -0.787, 0.870)  0.3777
H (13.165, -0.388, -4.158)  0.3353
H (-8.791, 2.640, 0.683)  0.2523
H (-7.834, -4.121, 5.796)  0.3576
H (6.336, 5.575, -2.846)  0.2979
H (12.939, 2.967, -8.584)  0.4265
H (9.017, -3.722, 6.261)  0.2645
H (13.048, 2.769, -4.304)  0.3411
H (8.804, -6.963, 13.670)  0.2725
H (-9.314, 1.644, -12.396)  0.4320
H (-6.734, -4.031, 7.085)  0.3980
H (-10.747, -2.154, 8.010)  0.3103
H (-3.343, -5.952, 6.327)  0.2685
H (-2.109, 0.102, 0.866)  0.3258
H (-2.313, 2.896, -1.486)  0.2931
H (13.855, -0.058, -10.491)  0.2509
H (-8.502, -3.030, 8.093)  0.4630
H (6.776, 3.909, -4.726)  0.3159
H (11.640, 1.096, -6.440)  0.3065
H (14.425, 1.928, -4.094)  0.3964
H (-8.267, 2.616, -10.666)  0.2395
H (-9.937, 0.306, 1.894)  0.4059
H (-1.448, -0.673, -3.254)  0.2790
H (8.071, 7.043, -3.374)  0.3117
H (4.057, 1.759, -0.456)  0.3008
H (-8.714, 1.493, -2.138)  0.3648
H (13.010, 1.225, -10.973)  0.2939
H (-2.082, -4.712, 5.781)  0.2141
H (0.803, 0.484, 0.295)  0.3672
H (-9.874, 4.016, -13.584)  0.3715
H (11.092, -0.932, -2.944)  0.3492
H (-11.598, -2.358, 6.435)  0.2025
H (5.026, 0.713, 0.655)  0.2317
H (3.558, -0.910, 9.277)  0.3107
H (8.902, 3.763, -3.761)  0.2466
H (-3.004, 2.721, -0.027)  0.3091
H (-1.509, 0.279, -5.034)  0.3033
H (6.274, -1.130, 4.987)  0.2973
H (5.955, -3.003, 6.246)  0.2646
H (-7.190, 3.694, -7.184)  0.2622
H (10.505, 0.619, -2.331)  0.3081
H (-8.722, 3.618, -14.674)  0.2978
H (-3.270, 1.448, -1.296)  0.3019
H (-8.952, 0.376, -14.412)  0.2952
H (2.648, -2.936, 11.769)  0.3524
H (6.884, -3.328, 4.900)  0.2517
H (-10.361, 0.414, -15.476)  0.2526
H (1.811, 2.628, 0.976)  0.3494
H (-6.742, 1.756, 2.811)  0.2467
H (11.463, 2.150, -8.745)  0.3507

Atoms 1-2, force components in eV/Å:
O -0.3 0.1 0.0
O 0.4 1.8 0.9

As for the energy relative to the best compared isomer or geometry (same formula, charge and spin): 183.0 kcal/mol. As for the SMILES: COCCNCCOC.COCCNCCOC.COCCNCCOC.COCCNCCOC.COCCNCCOC.COCCNCCOC.OCCO.OCCO.OCCO. Its electronic energy is -91082.825 eV. The value obtained for the LUMO energy is 0.30 eV.

# 3
This record from the OMol25 dataset describes a cluster of 2 separate species, CH8N2 in total. The level of theory is ωB97M-V/def2-TZVPD.

Last column: natural (NBO) charge in e.
Geometry (Å):
N (-0.719, 2.178, -1.287)  -1.0915
N (-0.262, -0.821, 0.650)  -0.8793
C (0.755, -1.841, 0.848)  -0.4052
H (1.492, -1.495, 1.576)  0.1778
H (-0.337, 2.715, -0.522)  0.3635
H (-0.470, -0.466, -0.262)  0.3882
H (-0.277, -0.162, 1.402)  0.3595
H (0.331, -2.788, 1.225)  0.1715
H (-1.692, 2.369, -1.462)  0.3672
H (-0.138, 2.341, -2.096)  0.3627
H (1.317, -2.030, -0.072)  0.1855

Atoms 1-2, force components in eV/Å:
N 0.5 -0.5 0.1
N -0.1 -0.8 0.7

As for the energy relative to the best compared isomer or geometry (same formula, charge and spin): 3.2 kcal/mol. As for the SMILES: CN.N. Its electronic energy is -4146.596 eV. The value obtained for the LUMO energy is 1.06 eV.

# 4
This record from the OMol25 dataset describes a structure of composition C3HCl2NO2. The level of theory is ωB97M-V/def2-TZVPD.

Last column: natural (NBO) charge in e.
Geometry (Å):
Cl (0.304, 2.024, -2.336)  0.0514
Cl (-1.447, -0.230, 2.395)  0.0040
O (0.399, -0.137, -0.993)  -0.4187
O (0.468, -1.881, 0.589)  -0.6299
N (-0.753, 1.414, 0.004)  -0.4521
C (-0.229, 1.052, -1.039)  0.4220
C (0.127, -0.626, 0.208)  0.5307
C (-0.567, 0.427, 0.943)  0.0001
H (1.697, -2.043, 0.228)  0.4924

Atoms 1-2, force components in eV/Å:
Cl -0.4 0.1 -0.2
Cl 0.7 1.8 -1.4

As for the energy relative to the best compared isomer or geometry (same formula, charge and spin): 57.1 kcal/mol. Its electronic energy is -33753.829 eV. The value obtained for the LUMO energy is -0.67 eV.